Record 1
DFT (the ωB97M-V functional and the def2-TZVPD basis) results for a structure of composition C42H34Cl2CrN7O2S.

Atoms and positions in Å:
Cr -0.3406 1.3825 -1.3028
C -1.8713 -3.8116 1.5386
C -2.1979 -2.3935 1.4315
N -1.5883 -1.5626 0.6911
C -0.4518 -1.9874 -0.0952
C -0.0995 -3.4460 -0.0656
C -0.8644 -4.3064 0.8109
C 0.9322 -3.9789 -0.7590
C 1.8881 -3.2643 -1.5531
C 1.8849 -2.0076 -2.0605
C 0.8209 -1.0261 -2.0181
N 0.9838 0.2293 -2.2797
C 2.1263 0.9037 -2.7340
C 3.0312 0.4513 -3.6620
C 4.1287 1.2466 -4.0490
C 4.3092 2.4947 -3.5287
C 3.3516 3.0293 -2.6354
C 3.4216 4.3484 -2.1269
C 2.4174 4.8234 -1.3398
C 1.3172 3.9880 -1.0547
N 1.2377 2.7569 -1.4926
C 2.2462 2.2468 -2.2610
H -2.4493 -4.4364 2.2063
H -3.0273 -2.0118 2.0229
H -0.5896 -5.3533 0.8623
H 1.1437 -5.0308 -0.6031
H 2.8058 -3.8167 -1.7313
H 2.8136 -1.6875 -2.5028
H 2.8928 -0.5088 -4.1365
H 4.8303 0.8509 -4.7712
H 5.1565 3.1026 -3.8193
H 4.2710 4.9686 -2.3866
H 2.4358 5.8268 -0.9396
H 0.4915 4.3312 -0.4490
C -4.5361 4.0882 -0.7132
N -4.3910 2.7492 -1.2491
C -5.2283 2.1536 -2.1705
C -4.7003 0.9539 -2.4617
N -3.5433 0.8058 -1.7084
C -3.3419 1.9413 -0.9811
S -2.0851 2.3809 0.0761
C -2.7358 -0.3829 -1.7943
C -3.3506 -1.5467 -2.1806
C -2.4778 -2.5509 -2.7034
C -1.1474 -2.4678 -2.5450
C -0.6001 -1.4308 -1.5946
N -1.4301 -0.2307 -1.6301
H -5.5357 4.4440 -0.9504
H -3.7893 4.7500 -1.1509
H -4.3959 4.0717 0.3648
H -6.1110 2.6420 -2.5402
H -5.0168 0.1981 -3.1525
H -4.4217 -1.6318 -2.2516
H -2.8971 -3.3529 -3.3002
H -0.4753 -3.1631 -3.0229
H 0.4036 -1.4340 0.3349
Cl -2.1854 1.0066 3.6332
C -1.0621 0.4211 4.8198
C -1.1568 0.9093 6.1047
C -0.2659 0.4808 7.0762
C 0.7047 -0.4369 6.7303
C 0.7941 -0.9236 5.4349
Cl 2.0507 -2.0952 5.1389
C -0.0837 -0.5146 4.4189
N -0.0875 -0.9768 3.1155
C 1.0132 -1.5937 2.4359
C 0.9777 -2.9603 2.2064
C 1.9969 -3.5772 1.4980
C 3.0506 -2.8171 1.0129
C 3.0864 -1.4509 1.2519
C 2.0738 -0.8172 1.9626
C 2.0990 0.6603 2.2134
C 1.0472 1.4112 1.3966
O 0.7536 2.5665 1.6970
O 0.5935 0.7216 0.4155
H -1.9289 1.6310 6.3314
H -0.3297 0.8575 8.0871
H 1.4148 -0.7979 7.4614
H -0.6716 -0.4247 2.4961
H 0.1451 -3.5291 2.6005
H 1.9690 -4.6457 1.3276
H 3.8467 -3.2875 0.4499
H 3.9084 -0.8575 0.8682
H 3.0725 1.0742 1.9412
H 1.9387 0.9027 3.2663
C -1.0201 2.2919 -3.0658
H -1.3421 3.3195 -2.8588
H -1.8456 1.7627 -3.5495
H -0.2080 2.3500 -3.7998

The expectation value of S² is 3.80. As for the spin multiplicity: 4.

***

Record 2
DFT (the ωB97M-V functional and the def2-TZVPD basis) results for a structure of composition C71H76BaN8OS2.

Atoms and positions in Å:
Ba 0.0383 -0.7490 -0.2754
C -1.0853 -6.4507 -3.7041
C 0.1924 -5.6240 -3.8716
C -0.0335 -4.1926 -3.5052
C -0.2175 -3.1292 -4.3407
C -0.2444 -3.1401 -5.8371
C -1.6256 -3.5253 -6.3756
C -0.4640 -1.9788 -3.4838
N -0.4246 -2.3549 -2.1896
C -0.1711 -3.6782 -2.1523
C -0.1282 -4.4673 -1.0063
C -0.4598 -4.0953 0.2893
C -0.6387 -5.0286 1.3918
C -0.3745 -6.4998 1.3232
C 1.1227 -6.7988 1.3570
C -1.1029 -4.2922 2.4392
C -1.2163 -2.9189 1.9548
C -1.8014 -1.8704 2.6580
C -2.2011 -0.6197 2.1820
N -1.9611 -0.1245 0.9513
C -2.6826 1.0059 0.8009
C -2.8026 1.7553 -0.3688
C -2.2768 1.4730 -1.6268
N -1.5126 0.3948 -1.8986
C -1.3070 0.3621 -3.2300
C -0.7803 -0.7073 -3.9470
C -1.9158 1.5242 -3.8550
C -2.5505 2.2090 -2.8572
C -3.4591 3.3975 -2.9916
C -2.7864 4.6871 -3.4705
C -1.8778 1.8092 -5.3264
C -3.0059 1.0974 -6.0786
C -3.4028 1.2842 2.0311
C -3.0870 0.2809 2.9025
C -3.5705 0.0826 4.3038
C -4.7532 -0.8870 4.3720
C -4.3630 2.4108 2.2212
C -5.7272 2.0847 1.6104
N -0.8001 -2.8529 0.6780
C -1.5257 -4.7991 3.7826
C -3.0029 -5.2087 3.7761
H -0.9074 -7.4965 -3.9572
H -1.8740 -6.0638 -4.3467
H -1.4347 -6.3892 -2.6771
H 0.5270 -5.6920 -4.9120
H 0.9773 -6.0474 -3.2378
H 0.4952 -3.8518 -6.2178
H 0.0234 -2.1515 -6.2172
H -1.8696 -4.5471 -6.0933
H -1.6543 -3.4544 -7.4636
H -2.3856 -2.8671 -5.9607
H 0.1231 -5.5103 -1.1553
H -0.8047 -6.9070 0.4008
H -0.8622 -7.0075 2.1609
H 1.6289 -6.2938 0.5402
H 1.3128 -7.8699 1.2781
H 1.5606 -6.4343 2.2828
H -2.0912 -2.0994 3.6776
H -3.4221 2.6416 -0.2907
H -0.7148 -0.5731 -5.0203
H -3.9196 3.6053 -2.0236
H -4.2669 3.1481 -3.6910
H -2.0080 4.9804 -2.7745
H -3.5166 5.4970 -3.5288
H -2.3349 4.5696 -4.4527
H -0.9165 1.4819 -5.7305
H -1.9509 2.8835 -5.5079
H -2.9867 0.0328 -5.8612
H -2.9033 1.2398 -7.1554
H -3.9723 1.4871 -5.7655
H -3.8759 1.0431 4.7294
H -2.7580 -0.3089 4.9231
H -5.6174 -0.4735 3.8570
H -5.0336 -1.0907 5.4066
H -4.4966 -1.8251 3.8871
H -3.9696 3.3114 1.7447
H -4.4878 2.6202 3.2874
H -5.6233 1.9097 0.5418
H -6.4242 2.9092 1.7707
H -6.1409 1.1810 2.0567
H -1.3583 -4.0275 4.5378
H -0.9152 -5.6640 4.0598
H -3.6240 -4.3675 3.4791
H -3.3217 -5.5512 4.7608
H -3.1718 -6.0125 3.0620
C 1.5795 3.9076 -3.4991
C 2.4110 5.0130 -2.9205
C 3.0448 5.9025 -3.7757
C 3.7607 6.9914 -3.3065
C 3.8256 7.2224 -1.9429
C 3.2194 6.3460 -1.0683
C 2.5329 5.2175 -1.5306
N 1.9361 4.3994 -0.5970
C 1.7435 2.9824 -0.6217
N 2.7600 2.3739 -1.2459
C 3.0899 1.0778 -1.7303
C 2.2722 -0.0380 -1.5100
C 2.7840 -1.2178 -2.0776
C 3.9486 -1.2881 -2.8191
C 4.7143 -0.1502 -3.0009
C 4.3085 1.0499 -2.4411
C 5.2051 2.2597 -2.6093
N 0.7642 2.4919 0.0383
C -0.1922 3.3530 0.5466
C -0.9120 4.2069 -0.2943
C -1.8452 5.0930 0.2017
C -2.0790 5.1550 1.5642
C -1.3834 4.3050 2.4080
C -0.4491 3.4038 1.9277
C 0.3179 2.5209 2.8547
H 1.1632 4.2204 -4.4554
H 0.7610 3.6362 -2.8381
H 2.1659 3.0044 -3.6670
H 2.9525 5.7472 -4.8434
H 4.2390 7.6672 -4.0020
H 4.3493 8.0862 -1.5569
H 3.2649 6.5221 -0.0006
H 1.6774 4.8276 0.2802
H 3.4511 3.0511 -1.5331
H 2.2352 -2.1370 -1.9268
H 4.2697 -2.2335 -3.2452
H 5.6376 -0.2017 -3.5700
H 6.1272 1.9680 -3.1120
H 5.4844 2.6878 -1.6435
H 4.7403 3.0446 -3.2133
H -0.7301 4.1403 -1.3558
H -2.3780 5.7528 -0.4700
H -2.8006 5.8522 1.9693
H -1.5659 4.3568 3.4746
H -0.1340 2.5181 3.8476
H 1.3511 2.8637 2.9385
H 0.3547 1.5085 2.4565
S 4.1089 -4.9765 1.0450
C 3.1077 -3.9055 1.6815
N 2.3931 -3.1390 2.2059
O 1.6061 -0.4334 2.2286
S 2.7451 -1.0863 2.8658
C 2.0726 -1.7392 4.4247
C 0.7646 -1.4341 4.7525
C 0.2221 -1.9088 5.9339
C 0.9872 -2.6946 6.7821
C 2.3029 -2.9857 6.4540
C 2.8498 -2.5011 5.2783
C 3.5089 0.2861 3.9469
C 4.8948 0.3335 3.9704
C 5.5604 1.2915 4.7182
C 4.8383 2.2084 5.4642
C 3.4526 2.1601 5.4553
C 2.7952 1.2047 4.6972
H 0.1876 -0.8358 4.0620
H -0.8008 -1.6698 6.1984
H 0.5582 -3.0861 7.6973
H 2.9022 -3.5968 7.1175
H 3.8742 -2.7143 5.0093
H 5.4537 -0.3897 3.3928
H 6.6427 1.3331 4.7199
H 5.3541 2.9571 6.0523
H 2.8851 2.8698 6.0450
H 1.7166 1.1679 4.6862

As for the charge: -2.

***

Record 3
DFT (the ωB97M-V functional and the def2-TZVPD basis) results for a structure of composition C13H17ClFeO.

Atoms and positions in Å:
C -2.0117 0.1201 3.1386
C -1.1472 1.1916 2.7111
C 0.1554 0.6238 2.4427
H -1.3978 2.2553 2.7336
C 0.0831 -0.7956 2.6959
C -1.2558 -1.1016 3.1262
H -1.6090 -2.0740 3.4659
H -3.0425 0.2282 3.4781
H 1.0599 1.1757 2.2011
H 0.9220 -1.4868 2.7042
Fe -1.3726 -0.2293 0.8993
Cl -3.4448 -0.9829 0.7210
C 0.6857 2.5140 -3.2538
C 1.9775 2.0405 -2.8522
C 2.5046 2.9577 -1.8848
H 2.4875 1.1556 -3.2417
C 1.5387 3.9979 -1.6889
C 0.4146 3.7246 -2.5349
H -0.4764 4.3489 -2.6389
H 0.0373 2.0521 -4.0027
H 3.4857 2.8948 -1.4070
H 1.6547 4.8662 -1.0345
C 0.9933 -2.7347 0.1047
C -0.0572 -2.1524 -0.8331
C -1.2697 -3.0891 -0.9338
O -0.3163 -0.8181 -0.4544
H 0.5516 -2.8786 1.1028
H 1.8259 -2.0238 0.2057
H 1.3706 -3.7045 -0.2379
H 0.3648 -2.0706 -1.8376
H -1.7410 -3.2422 0.0456
H -2.0170 -2.6882 -1.6293
H -0.9536 -4.0748 -1.3111

The expectation value of S² is 6.02. As for the spin multiplicity: 5. As for the charge: -2.

***

Record 4
DFT (the ωB97M-V functional and the def2-TZVPD basis) results for the molecule C3H4OS.

Atoms and positions in Å:
C 1.0736 0.9494 -0.2596
C -0.2191 0.3337 -0.2416
C -0.5778 -0.8919 0.4518
O 1.9000 1.4929 0.3483
S 0.6517 0.4409 -1.9098
H -0.9465 1.1910 -0.0751
H -1.4877 -1.2931 -0.1076
H -0.6426 -0.5459 1.4613
H 0.2482 -1.6771 0.3322

The SMILES is C[C@@H]1SC1=O.

***

Record 5
DFT (the ωB97M-V functional and the def2-TZVPD basis) results for the molecule C2H2N2O.

Atoms and positions in Å:
C -0.3463 -0.3623 -0.5597
C 0.3715 -0.3304 0.5865
H -0.5728 -1.4092 -0.9488
H 0.3753 -1.2417 1.3879
N 0.5911 0.8855 0.7397
N -0.5031 0.8745 -1.0919
O 0.0844 1.5837 -0.1137

The SMILES is c1cnon1.

***

Record 6
DFT (the ωB97M-V functional and the def2-TZVPD basis) results for a structure of composition C25H56GaI2N6O7.

Atoms and positions in Å:
C -1.0094 0.5393 5.2738
O -1.9033 -0.5551 5.2216
C -2.6882 -0.4390 4.0357
C -3.2881 -1.7734 3.5824
C -2.3753 -2.6512 2.6606
Ga -0.4972 -3.1158 3.3589
C 0.9596 -2.9842 1.8655
I 2.2626 -4.6841 1.5802
C 1.1030 -1.9162 1.1172
C 0.2541 -0.6633 1.2873
I 2.5927 -1.7781 -0.4714
H -0.3331 0.5478 4.3989
H -1.6191 1.4681 5.2800
H -0.3840 0.4655 6.1727
H -2.1683 0.1079 3.2279
H -3.5465 0.2183 4.3201
H -3.6648 -2.3488 4.4427
H -4.1794 -1.5104 2.9744
H -2.3799 -2.1800 1.6586
H -2.9090 -3.6107 2.5382
H 0.0359 -2.2180 4.5694
H -0.5353 -4.6349 3.8875
H 0.6215 -0.1389 2.1850
H 0.3846 0.0005 0.4209
H -0.8169 -0.8660 1.3933
C -7.2042 -3.4554 1.8183
O -6.3639 -4.2956 2.0653
N -7.1600 -2.6056 0.7701
C -8.1951 -1.6202 0.5302
C -6.0318 -2.6874 -0.1438
H -8.0975 -3.3132 2.4539
H -8.6462 -1.8019 -0.4509
H -7.7532 -0.6260 0.5458
H -8.9693 -1.6830 1.2960
H -5.9913 -3.6868 -0.5817
H -5.1047 -2.5141 0.4050
H -6.1338 -1.9448 -0.9302
C -0.4288 -8.4626 3.6719
O -0.9358 -7.4406 3.2752
N 0.6918 -8.5438 4.4328
C 1.2260 -9.8171 4.8608
C 1.3861 -7.3259 4.8369
H -0.8563 -9.4569 3.4361
H 1.2477 -9.8568 5.9536
H 2.2436 -9.9347 4.4780
H 0.6108 -10.6356 4.4887
H 0.7126 -6.6939 5.4172
H 1.7057 -6.7634 3.9581
H 2.2566 -7.5859 5.4376
C 4.9832 1.3143 -0.8047
O 4.6717 2.2196 -1.5616
N 5.9916 1.3719 0.0898
C 6.3063 0.2561 0.9619
C 6.7808 2.5852 0.1802
H 4.4523 0.3492 -0.7879
H 6.2089 0.5691 2.0038
H 7.3329 -0.0707 0.7788
H 5.6295 -0.5768 0.7773
H 6.1312 3.4255 0.4327
H 7.2487 2.7893 -0.7851
H 7.5498 2.4766 0.9422
C 7.0602 2.3764 -4.7630
O 8.0906 1.9247 -5.2395
N 5.8504 2.3234 -5.3436
C 4.6614 2.8881 -4.7150
C 5.7257 1.6826 -6.6380
H 7.0432 2.8828 -3.7828
H 3.9261 2.0963 -4.5624
H 4.2344 3.6619 -5.3679
H 4.9102 3.3292 -3.7522
H 6.0504 0.6431 -6.5639
H 6.3655 2.1921 -7.3616
H 4.6921 1.7193 -6.9746
C -7.5249 1.2198 -1.0226
O -6.6291 0.5273 -0.5791
N -7.5465 2.5670 -0.9892
C -8.6464 3.3352 -1.5358
C -6.4256 3.2677 -0.3836
H -8.4194 0.7836 -1.5019
H -8.2751 3.9928 -2.3249
H -9.0961 3.9408 -0.7458
H -9.4053 2.6749 -1.9520
H -5.5068 3.0104 -0.9119
H -6.3222 2.9587 0.6573
H -6.5857 4.3426 -0.4314
C 4.2387 6.0380 -5.3008
O 3.2795 5.3148 -5.4897
N 4.2164 7.3848 -5.3604
C 5.4001 8.1863 -5.1229
C 2.9635 8.0495 -5.6725
H 5.2360 5.6315 -5.0568
H 5.2249 8.8532 -4.2758
H 5.6202 8.7834 -6.0108
H 6.2553 7.5501 -4.9024
H 2.2148 7.7858 -4.9241
H 2.6073 7.7162 -6.6485
H 3.1041 9.1282 -5.6839

As for the charge: -1.

***

ΔE to the lowest compared entry with this formula, charge and spin readings, ordered: 322.1, 136.4, 0.0, 95.9, 385.6, 0.0 kJ/mol
Max |F| readings, ordered: 0.0297, 0.0629, 0.0354, 0.0611, 0.1765, 0.0306 Eh/bohr
Energy readings, ordered: -4517.70996, -4086.39347, -2304.67341, -590.08813, -262.01706, -4361.48943 a.u.